DFT (wB97M-V/def2-TZVPD) results for a structure of composition C43H52N4S2SiZn in a non-equilibrium geometry.

Summary:
Gap between HOMO and LUMO (eV): 7.507
Molar mass (g mol⁻¹): 782.5
HOMO energy (eV): -7.35
E_tot (eV): -129365.33660
Relative energy (zero: lowest compared OMol25 entry of this formula, charge and spin) (kcal per mole): 0.0

```
103
C43H52N4S2SiZn wB97M-V/def2-TZVPD
H 15.000 19.580 12.601
C 18.892 10.344 11.085
C 17.440 13.420 5.761
H 9.464 9.773 11.248
H 18.223 13.072 5.111
C 16.001 21.078 8.709
H 9.118 19.786 11.510
C 8.559 18.963 11.063
C 13.436 16.359 11.744
C 14.370 20.368 12.160
H 9.478 19.785 8.300
H 16.170 22.167 8.744
H 20.124 10.836 8.609
H 10.792 8.860 9.449
C 19.138 11.325 8.770
C 18.981 11.664 10.296
C 12.623 8.690 12.350
N 15.368 14.120 10.568
C 12.598 17.174 12.501
C 12.140 10.678 10.798
H 16.696 22.580 10.803
C 11.455 17.659 11.912
H 9.030 15.555 9.164
H 18.300 10.705 8.358
H 9.384 18.254 7.342
N 13.165 16.056 10.493
H 10.248 10.167 12.762
H 8.217 18.349 11.916
C 10.238 9.449 11.963
C 15.486 12.949 7.099
H 20.112 13.034 11.553
C 16.266 15.186 6.930
C 12.036 16.508 9.878
H 18.695 14.454 10.553
H 10.902 18.847 7.989
H 12.127 7.772 12.676
C 20.301 12.422 10.663
H 21.121 11.717 10.820
C 8.458 16.324 9.701
C 16.365 19.058 7.568
C 14.957 21.235 11.036
C 17.314 14.772 6.079
C 16.421 11.979 10.441
H 19.206 12.220 8.190
C 16.201 21.937 11.545
C 9.836 18.761 8.217
H 16.569 11.445 6.107
H 7.696 19.422 10.614
H 14.132 22.920 9.859
C 11.180 17.390 10.591
H 11.247 13.326 8.863
Zn 13.891 14.933 8.809
H 17.977 15.484 5.708
H 8.272 15.975 10.725
H 14.130 10.441 11.421
C 17.729 12.552 10.490
H 16.392 10.893 10.291
H 7.485 16.509 9.226
C 16.578 14.650 10.648
H 14.327 15.907 12.165
H 18.869 10.567 12.188
H 16.859 20.995 6.736
C 11.829 12.676 9.498
C 13.929 12.242 10.291
S 16.912 17.869 6.406
C 11.311 11.541 10.095
S 11.735 15.934 8.308
H 20.558 13.133 9.865
H 17.007 21.257 11.814
H 11.162 7.417 10.402
C 16.458 20.443 7.580
H 12.507 8.265 9.674
Si 9.540 17.862 9.838
H 12.939 21.872 10.375
H 9.972 8.457 12.364
C 16.212 16.593 7.361
H 12.761 17.265 13.556
H 13.654 22.833 11.636
H 15.976 22.566 12.385
C 11.614 9.327 11.323
H 14.154 21.059 12.974
H 12.817 9.303 13.214
N 15.658 17.018 8.456
C 15.358 20.420 9.793
N 13.129 13.023 9.595
H 10.785 18.289 12.490
H 16.584 15.768 10.759
C 16.535 12.530 6.329
H 19.773 9.676 10.916
C 17.758 13.932 10.608
C 11.533 8.435 10.114
H 14.742 12.251 7.443
C 15.278 14.298 7.475
H 13.441 19.916 11.792
H 17.977 9.729 10.810
H 13.557 8.337 11.904
C 15.184 19.058 9.682
H 14.606 18.547 10.448
C 13.897 22.301 10.706
C 13.451 11.076 10.878
H 10.233 11.356 10.003
C 15.712 18.363 8.611
C 15.306 12.756 10.491
```

DFT (wB97M-V/def2-TZVPD) results for a structure of composition C43H53AgAsN3OP2SSi2.

Summary:
Gap between HOMO and LUMO (eV): 7.092
Molar mass (g mol⁻¹): 960.9
HOMO energy (eV): -6.50
E_tot (eV): -161979.47322

```
107
C43H53AgAsN3OP2SSi2 wB97M-V/def2-TZVPD
C -3.296 2.395 -2.841
H 4.383 -0.989 -3.638
Si 4.009 0.696 -1.830
H 1.615 1.418 3.147
N -0.622 5.389 0.998
H 2.778 3.967 3.050
H -0.127 -1.697 -4.175
H 1.547 -5.546 -3.333
C 5.332 -2.970 2.156
H -4.973 -1.042 0.564
H 0.632 -6.897 2.899
C 4.753 2.026 -2.967
C -0.905 4.090 0.770
H 5.633 1.658 -3.502
H -3.032 2.601 -3.871
C 0.149 -6.100 2.348
Si 3.455 2.551 1.062
H -5.318 3.509 -0.370
H -4.891 -1.155 4.840
H 5.977 0.844 -0.297
H 1.947 -4.938 2.166
H 2.718 -0.397 -3.683
C 0.470 -2.043 -2.148
C -3.062 -0.645 1.472
H 1.352 3.433 2.147
N 0.762 0.875 3.059
As 2.221 1.705 -0.715
C -3.975 1.851 -0.198
O -1.554 -2.994 0.245
C 5.093 -3.297 0.831
C 0.892 -5.002 1.930
C 0.700 -3.659 -3.907
C -4.260 3.162 -2.201
C -1.207 -6.171 2.074
C 1.376 -4.214 -1.666
C 3.022 -2.382 2.420
H 5.097 0.890 1.950
C 4.153 1.295 2.318
C -1.086 -4.089 0.920
C -2.366 -0.554 2.671
C -1.843 -5.154 1.372
S -1.604 3.141 1.955
H 6.329 -3.069 2.564
H -1.784 -7.021 2.411
H -2.472 -0.654 4.814
C -2.937 -1.706 -1.070
H -0.008 1.540 3.107
C -2.675 1.363 -2.159
H 0.206 -1.045 -1.818
C -3.029 1.063 -0.841
C -2.520 -2.996 -0.718
C -3.020 -0.734 3.883
H 4.639 4.354 -0.215
H -2.647 -5.099 -1.130
H 1.771 -4.937 -0.963
H 4.016 2.346 -3.707
C -4.007 -3.949 -2.327
H -0.017 5.901 0.378
Ag 0.576 0.125 0.584
C 2.771 -2.710 1.085
C -4.583 2.898 -0.879
P 1.046 -2.461 0.539
C -3.901 -1.563 -2.057
H -4.756 3.963 -2.734
H -4.232 1.661 0.833
H -0.002 4.106 -1.064
C 5.445 0.024 -0.785
H -0.705 2.633 -0.589
H 5.430 4.091 1.344
H 4.340 1.743 3.297
H 5.694 2.961 0.013
H -5.222 -2.561 -3.418
H -2.911 -5.189 1.203
C 0.281 -3.998 1.197
C 2.382 3.785 2.048
H -4.234 -0.579 -2.353
C -4.451 -2.684 -2.669
C 1.242 -4.561 -3.001
H 3.193 -1.590 -2.478
C 3.821 -3.157 0.291
H 0.703 0.286 3.884
C 0.305 -2.403 -3.477
N -0.650 3.627 -0.457
C 4.292 -2.512 2.954
H 5.047 2.910 -2.397
H 4.476 -2.251 3.988
H 3.475 0.448 2.445
H -1.911 0.768 -2.651
H 5.085 -0.648 -0.005
C -5.074 -1.129 2.702
H -6.134 -1.354 2.720
C 3.529 -0.703 -3.018
C 0.998 -2.945 -1.229
H 2.204 -2.018 3.034
H -1.306 -0.342 2.649
H 5.903 -3.652 0.206
H 3.648 -3.387 -0.752
H 6.166 -0.521 -1.399
C -4.424 -0.948 1.493
H -0.761 5.732 1.930
H 2.347 4.746 1.530
H 0.584 -3.938 -4.946
P -2.145 -0.355 -0.086
C -3.023 -4.114 -1.361
H -4.419 -4.821 -2.817
C -4.377 -1.015 3.898
C 4.947 3.589 0.502
```

Look up the molar mass of the second one.
960.9 g mol⁻¹